Entry 1:
Formula: H3S3
Source: OMol25
Level of theory: ωB97M-V/def2-TZVPD

```
6
H3S3 | OMol25 | ωB97M-V/def2-TZVPD
S -1.19765 0.83015 1.53873
H -0.70745 -0.40221 1.34715
S 1.54429 -0.56465 -0.95806
S -1.03111 1.43782 -0.51743
H 0.89435 -1.75739 -0.81107
H 0.49758 0.45627 -0.59933
```

The charge is -1. The value obtained for the LUMO energy is 3.6 eV. For the gap between HOMO and LUMO, the calculation gives 6.793 eV. The energy above the lowest of the compared OMol25 structures with the same formula, charge and spin comes out at 22.80 kJ/mol.

Charges obtained by Löwdin population analysis, quoted in units of e: atom 1 (S): 0.0058, atom 2 (H): -0.2785, atom 3 (S): 0.1787, atom 4 (S): -0.2359, atom 5 (H): -0.2732, atom 6 (H): -0.3968


Entry 2:
Formula: C3H8CdIO
Source: OMol25
Level of theory: ωB97M-V/def2-TZVPD

```
14
C3H8CdIO | OMol25 | ωB97M-V/def2-TZVPD
Cd 25.94038 -8.60688 8.63507
I 24.96885 -8.17741 10.57893
C 22.71749 -5.05680 12.26004
C 24.08080 -4.62495 11.63728
C 25.26273 -4.78368 12.58211
O 24.28116 -5.30001 10.42078
H 21.91582 -4.79967 11.56773
H 22.55510 -4.54793 13.21019
H 22.68056 -6.09199 12.59933
H 23.96690 -3.57758 11.35774
H 25.75805 -3.93584 13.05532
H 26.02658 -5.21827 11.93731
H 25.08604 -5.57158 13.31430
H 24.42275 -6.22471 10.63640
```

The charge is +1. The value obtained for the LUMO energy is -7.8 eV. For the gap between HOMO and LUMO, the calculation gives 5.317 eV. The energy above the lowest of the compared OMol25 structures with the same formula, charge and spin comes out at 160.76 kJ/mol.

These are the Löwdin partial charges, in e, on atoms 1 to 6: atom 1 (Cd): 0.9658, atom 2 (I): 0.4666, atom 3 (C): -0.0467, atom 4 (C): -0.4936, atom 5 (C): -0.0524, atom 6 (O): -0.1710


Entry 3:
Formula: C21H19N7O2ReS
Source: OMol25
Level of theory: ωB97M-V/def2-TZVPD

```
51
C21H19N7O2ReS | OMol25 | ωB97M-V/def2-TZVPD
Re -0.13339 -0.00338 0.13661
C -1.00001 4.23231 0.77683
C -0.94747 2.81012 0.35536
N -0.11986 1.94526 0.84069
N 0.54519 2.23264 2.03858
C 0.27845 1.26626 2.86458
N 0.75075 1.26397 4.11686
S -0.71844 -0.15406 2.37797
C -1.97144 2.20168 -0.52960
C -2.90146 2.91920 -1.24469
C -3.91549 2.23215 -1.91059
C -3.97298 0.85655 -1.82194
C -2.99290 0.19004 -1.09836
N -2.01665 0.84464 -0.47453
H -0.72002 4.32502 1.82321
H -1.98288 4.66476 0.61732
H -0.26747 4.80103 0.19660
H 1.21166 2.09135 4.46430
H 0.43843 0.57814 4.78235
H -2.84622 3.99719 -1.28682
H -4.65605 2.77719 -2.48041
H -4.75412 0.28945 -2.30754
H -2.97799 -0.88968 -1.02510
O -0.51047 2.12542 -3.61358
C -0.75014 1.07843 -4.45020
C -1.07736 1.31119 -5.78228
C -1.35654 0.25894 -6.63080
C -1.32417 -1.05466 -6.16597
C -0.99669 -1.29158 -4.85347
C -0.69446 -0.23868 -3.96836
C -0.33197 -0.58454 -2.60121
O 0.12565 0.36834 -1.77183
N -0.42503 -1.82086 -2.17111
N 0.05034 -1.79186 -0.87824
C 0.80614 -2.70882 -0.39649
C 1.73158 -2.23688 0.64789
C 2.64276 -3.04136 1.28431
C 3.63708 -2.43649 2.06114
C 3.68790 -1.06164 2.14571
C 2.71297 -0.30832 1.49786
N 1.74641 -0.87839 0.78564
H -0.47286 2.93153 -4.14258
H -1.11103 2.33082 -6.14946
H -1.60303 0.46262 -7.66449
H -1.54130 -1.87735 -6.83181
H -0.94864 -2.30479 -4.48019
H 0.90321 -3.68091 -0.87052
H 2.60371 -4.11472 1.15837
H 4.37302 -3.04648 2.56768
H 4.46530 -0.55906 2.70302
H 2.69437 0.77228 1.55610
```

The spin multiplicity is 2. The charge is +2. The value obtained for the LUMO energy (spin up / spin down) is -8.6 / -8.1 eV. For the gap between HOMO and LUMO (spin up / spin down), the calculation gives 5.203 / 5.674 eV. As for the expectation value of S²: 1.04.

These are the Löwdin partial charges, in e, on atoms 1 to 6: atom 1 (Re): 1.4480, atom 2 (C): 0.0266, atom 3 (C): -0.2033, atom 4 (N): -0.1878, atom 5 (N): 0.0341, atom 6 (C): -0.7666


Entry 4:
Formula: C3H3Cl3
Source: OMol25
Level of theory: ωB97M-V/def2-TZVPD

```
9
C3H3Cl3 | OMol25 | ωB97M-V/def2-TZVPD
C -0.21634 0.76272 -0.24110
C 1.70975 -0.27684 0.07113
C -1.35712 0.04526 0.25028
Cl 2.81787 0.51274 -0.85664
Cl 2.32830 -0.81489 1.53224
Cl -2.10202 -1.13094 -0.96242
H 0.08616 0.72799 -1.43116
H -2.01491 0.78699 0.51444
H -1.25167 -0.61304 1.12324
```

The value obtained for the LUMO energy (spin up / spin down) is -1.2 / -1.6 eV. For the gap between HOMO and LUMO (spin up / spin down), the calculation gives 7.827 / 6.688 eV. The energy above the lowest of the compared OMol25 structures with the same formula, charge and spin comes out at 556.24 kJ/mol.

These are the Löwdin partial charges, in e, on atoms 1 to 6: atom 1 (C): -0.0555, atom 2 (C): -1.1282, atom 3 (C): -0.6720, atom 4 (Cl): 0.6210, atom 5 (Cl): 0.6024, atom 6 (Cl): 0.4495